[1]
{
  "formula": "C7H8N2O2S",
  "method": "ωB97M-V with the def2-TZVPD basis set",
  "relative_energy_kcal_mol": 0.0,
  "e_homo_ha": -0.32500,
  "homo_lumo_gap_ev": 9.55,
  "smiles": "Cc1ccnc(SCC(=O)O)n1",
  "e_lumo_ev": 0.7,
  "charge": 0,
  "species": ["H", "C", "C", "H", "O", "H", "N", "H", "S", "C", "H", "C", "N", "C", "H", "O", "C", "C", "H", "H"],
  "coordinates": [[-0.3514, -0.4341, -3.8157], [0.2256, 0.6701, 3.6245], [0.3384, 0.3983, 2.1468], [1.3674, 0.5154, 1.8135], [-0.9517, 0.2709, 4.1088], [0.4120, -2.7043, -2.3087], [0.1371, -0.1635, -0.5187], [-1.6737, 1.6564, -3.2934], [-0.7043, 1.6110, 1.2478], [-0.4175, -0.0392, -2.8155], [1.8420, -1.7263, -2.6271], [-0.5804, 0.9391, -0.3596], [-1.2279, 1.6023, -1.3060], [1.0360, -1.9026, -1.9171], [-0.0436, -0.5912, 1.9028], [1.0787, 1.1737, 4.2999], [-1.1413, 1.1072, -2.5280], [0.2251, -0.6614, -1.7453], [1.4551, -2.2046, -0.9619], [-1.0256, 0.4825, 5.0529]],
  "atomic_forces_ev_per_a": [[0.00, -0.03, -0.12], [0.33, 0.12, -0.02], [-0.27, 0.29, -0.32], [-0.08, -0.10, 0.17], [-0.73, -0.26, 0.09], [0.01, -0.09, -0.04], [0.13, -0.11, 0.14], [-0.01, -0.03, -0.13], [0.05, 0.01, 0.41], [0.01, 0.06, 0.22], [0.07, -0.05, -0.05], [0.11, -0.19, -0.12], [-0.20, 0.41, 0.34], [0.01, -0.03, -0.05], [0.12, 0.02, 0.09], [0.16, 0.09, 0.07], [0.16, -0.29, -0.17], [-0.17, 0.14, -0.35], [0.02, -0.02, 0.01], [0.29, 0.06, -0.15]]
}

---

[2]
{
  "formula": "C7H8N2O2S3",
  "method": "ωB97M-V with the def2-TZVPD basis set",
  "relative_energy_kcal_mol": 101.8,
  "e_homo_ha": [-0.30972, -0.30241],
  "homo_lumo_gap_ev": [7.49, 6.78],
  "e_lumo_ev": [-0.9, -1.5],
  "charge": 0,
  "species": ["N", "C", "H", "H", "C", "C", "H", "H", "C", "O", "S", "H", "N", "C", "H", "S", "H", "S", "C", "H", "O", "C"],
  "coordinates": [[-2.7139, 0.2754, 0.3090], [1.4803, -0.4114, -1.0949], [-0.2860, 0.5086, -1.9999], [-0.0366, 1.0280, 2.1303], [3.5657, -1.2240, 0.1718], [0.4015, 0.6615, 1.2171], [4.3679, -0.7830, -0.5118], [-3.8463, 0.9234, -1.2151], [1.6707, 0.1020, 1.2994], [-2.3523, 2.2476, -1.0791], [-4.6118, -1.1897, -0.7419], [1.7531, -0.8848, -2.0705], [-3.5910, 0.1221, -0.5627], [2.1864, -0.5325, 0.1616], [2.1403, -0.0400, 2.2499], [-1.8140, 1.6675, 0.1177], [3.7078, -2.2662, -0.0988], [-4.2217, -2.6870, 0.4268], [0.3013, 0.3838, -1.1331], [4.0945, -1.3213, 1.1026], [-1.9926, 2.4428, 1.2785], [-0.2034, 0.9771, 0.0432]],
  "atomic_forces_ev_per_a": [[1.51, -0.80, 1.60], [-1.16, 0.92, 0.54], [-0.23, 0.04, -1.19], [-0.17, 0.06, 0.22], [1.49, 0.22, -0.95], [0.85, 1.41, 1.90], [-1.42, 0.15, 0.68], [0.63, -0.78, 0.58], [-0.60, -1.48, -1.47], [0.97, 0.29, -1.34], [-0.04, -0.47, 0.06], [0.22, 0.32, 1.30], [-2.16, 0.09, -1.49], [0.99, -0.12, -1.64], [0.25, 0.09, 0.35], [-1.41, -0.02, -0.61], [-1.33, -0.42, -0.63], [0.09, 0.92, -0.34], [1.14, -0.53, 1.22], [-0.30, 0.87, 1.06], [0.63, 0.49, 1.70], [0.06, -1.24, -1.53]]
}

---

[3]
{
  "formula": "C7H8N2O4",
  "method": "ωB97M-V with the def2-TZVPD basis set",
  "relative_energy_kcal_mol": 206.8,
  "e_homo_ha": -0.33775,
  "homo_lumo_gap_ev": 8.37,
  "smiles": "C/C=C/[C@H]1C=CC([N+](=O)[O-])=[N+]([O-])O1",
  "e_lumo_ev": -0.8,
  "charge": 0,
  "species": ["C", "O", "O", "N", "N", "C", "H", "C", "H", "H", "H", "O", "C", "H", "C", "H", "O", "C", "C", "H", "H"],
  "coordinates": [[-0.4773, -1.2776, -0.9826], [2.4123, 1.2052, 1.3198], [1.9820, -1.5876, 1.2067], [1.5672, -1.1020, 0.1753], [2.7044, 1.0129, 0.1451], [-1.5780, 0.4350, 0.5934], [-1.4933, 1.2671, -0.2010], [-0.0219, -0.2035, -1.9391], [-0.6718, -0.1769, -2.7929], [-1.2539, -1.7305, 0.9138], [-1.7342, 1.8474, 2.1361], [0.7281, -1.9238, -0.5417], [-1.2632, -0.8422, 0.2590], [-1.0119, -2.1274, -1.5302], [1.8843, 0.0015, -0.4644], [-2.3152, 0.1774, 2.7656], [3.3981, 1.7048, -0.5606], [-2.3482, 0.8728, 1.8577], [1.1845, 0.2604, -1.7069], [1.7095, 1.0916, -2.1544], [-3.4016, 1.0955, 1.5013]],
  "atomic_forces_ev_per_a": [[-0.66, 0.02, -0.18], [1.09, 0.13, -0.29], [0.15, 0.30, 0.00], [0.75, -0.01, 0.69], [-1.90, 0.29, 1.12], [-0.94, -0.97, -0.83], [0.13, -1.44, 1.31], [-1.07, -1.87, 0.01], [0.27, 1.05, -0.53], [-0.66, 0.83, 0.25], [-1.86, -1.66, -0.13], [-0.30, -1.28, 0.16], [0.96, 0.67, -0.14], [0.72, 1.16, 0.75], [-0.78, -1.35, -0.63], [-0.10, 0.77, -1.60], [0.47, -0.15, -0.08], [1.61, 1.21, -0.11], [1.29, 2.35, 0.45], [-0.37, -0.07, -1.09], [1.20, 0.01, 0.87]]
}

---

[4]
{
  "formula": "C7H8N2OS2",
  "method": "ωB97M-V with the def2-TZVPD basis set",
  "relative_energy_kcal_mol": 20.1,
  "e_homo_ha": -0.32007,
  "homo_lumo_gap_ev": 9.40,
  "smiles": "OC[C@]1(c2nccs2)N=CCS1",
  "e_lumo_ev": 0.7,
  "charge": 0,
  "species": ["H", "C", "C", "C", "H", "H", "C", "C", "H", "O", "N", "H", "S", "H", "H", "C", "S", "H", "C", "N"],
  "coordinates": [[3.6436, 0.4877, -1.3353], [-1.5002, -1.8321, 1.8629], [-0.4266, -0.0283, 0.2615], [0.6639, 0.0553, -0.6760], [-2.9939, -2.0632, 0.2516], [-1.4438, 1.9962, -0.1632], [2.0069, 0.1997, -2.7083], [-0.6752, 1.6474, 0.5921], [-1.5790, -2.9951, 1.9754], [0.4251, 2.4517, 0.3005], [1.8601, 0.1484, -0.3504], [-1.8324, -1.2910, 2.7880], [0.1574, -1.0311, 1.7034], [2.6400, 0.2814, -3.5656], [1.0862, 2.1088, 0.8773], [-2.1642, -1.4283, 0.5664], [0.2487, -0.0176, -2.3719], [-1.1502, 1.6475, 1.6535], [2.6257, 0.2643, -1.5052], [-1.5921, -0.6017, -0.1567]],
  "atomic_forces_ev_per_a": [[1.06, -0.06, -0.21], [0.34, -0.32, 1.08], [0.81, 2.65, 2.77], [-2.44, -1.40, -2.38], [-0.24, 0.69, -0.22], [0.54, -0.75, 0.99], [-0.66, -0.14, 1.98], [-2.47, -1.28, -0.51], [0.62, 2.22, -0.01], [-1.16, -0.25, 0.65], [2.50, 0.51, -0.19], [-0.72, -1.02, -0.90], [0.11, -0.55, 0.32], [-0.70, -0.04, -0.92], [1.56, -0.03, 0.60], [0.02, -1.62, 1.53], [1.98, 0.32, -0.63], [1.18, 0.40, -1.52], [-0.58, 0.14, 0.32], [-1.74, 0.53, -2.75]]
}

---

[5]
{
  "formula": "C7H8N2S",
  "method": "ωB97M-V with the def2-TZVPD basis set",
  "relative_energy_kcal_mol": 53.3,
  "e_homo_ha": -0.27544,
  "homo_lumo_gap_ev": 8.23,
  "smiles": "SC1Nc2ccccc2N1",
  "e_lumo_ev": 0.7,
  "charge": 0,
  "species": ["N", "C", "C", "S", "C", "H", "H", "C", "C", "H", "C", "H", "H", "H", "C", "H", "N", "H"],
  "coordinates": [[-0.1798, 0.2180, -1.7940], [0.5529, -1.8207, -0.2996], [-0.8495, 1.5307, -1.3982], [-0.1081, 3.0176, -2.4594], [0.1025, 0.4281, 0.4409], [0.3328, 0.7462, 2.5292], [-0.7784, 2.2836, 0.8076], [0.2897, -0.4984, -0.5947], [0.2924, -0.0689, 1.7505], [1.0387, 2.7723, -1.7470], [0.6541, -2.2109, 1.0242], [-0.8342, -0.4667, -2.4117], [0.5839, -3.3971, 1.3490], [0.4938, -2.6407, -1.0760], [0.5139, -1.3768, 2.1516], [-1.9577, 1.6801, -1.5230], [-0.4357, 1.5989, 0.0483], [0.2888, -1.7951, 3.2023]],
  "atomic_forces_ev_per_a": [[-2.44, -2.17, -1.34], [-0.25, -1.20, -1.35], [1.16, -0.08, 0.83], [0.17, -1.67, 1.78], [1.07, -3.52, 1.59], [-0.62, -0.91, -0.51], [0.55, -1.51, -2.36], [-1.83, 2.40, -0.38], [0.24, 3.47, 1.88], [-0.41, 0.46, -0.71], [-0.70, -4.21, 2.87], [2.00, 2.50, 1.82], [0.56, 3.00, -1.48], [0.27, 1.24, 0.83], [-0.73, -0.62, -1.48], [1.04, -0.71, -0.05], [-1.07, 2.51, -0.05], [0.98, 1.01, -1.87]]
}

---

[6]
{
  "formula": "C7H8N2S3",
  "method": "ωB97M-V with the def2-TZVPD basis set",
  "relative_energy_kcal_mol": 0.0,
  "e_homo_ha": -0.28126,
  "homo_lumo_gap_ev": 8.19,
  "smiles": "NS[C@@]1(S)Nc2ccccc2S1",
  "e_lumo_ev": 0.5,
  "charge": 0,
  "species": ["H", "C", "H", "C", "H", "N", "C", "H", "C", "H", "C", "H", "S", "H", "H", "N", "C", "C", "S", "S"],
  "coordinates": [[1.6471, -0.1148, -2.7682], [2.8336, 0.2937, 0.4326], [-1.8663, -2.8133, -0.2556], [1.6563, 0.0917, -1.6557], [-1.8822, -2.4005, 1.3856], [-0.7815, 0.5845, 0.9426], [0.4921, 0.4863, 0.4188], [3.7322, -0.0612, -1.4888], [2.8167, -0.0380, -0.9038], [-4.3612, 1.7235, -0.5462], [-1.9250, 0.6334, -0.1099], [1.7041, 0.5150, 2.2363], [-1.0370, 0.6849, -1.6899], [-0.9447, 0.3346, 1.9176], [3.7684, 0.3558, 1.1274], [-1.8680, -2.1661, 0.4251], [0.5288, 0.3293, -0.9333], [1.6729, 0.4390, 1.1549], [-3.0425, -0.9438, 0.1146], [-3.1439, 2.0660, 0.1960]],
  "atomic_forces_ev_per_a": [[-0.03, 0.47, 1.52], [2.10, -0.65, 2.42], [0.20, -2.99, -2.32], [0.54, -1.11, -0.80], [0.12, -0.83, 0.52], [-2.29, 0.97, -1.25], [-0.31, -0.62, 1.60], [0.14, -0.45, 0.39], [1.30, 1.39, -1.35], [2.24, -0.02, 1.02], [0.54, -1.39, 1.98], [-0.17, 0.20, -0.13], [-0.20, -0.17, 0.44], [-0.33, 0.19, -0.73], [-1.35, -0.32, -1.97], [-0.94, 4.48, 1.42], [-1.41, 0.75, -1.89], [-0.79, 0.24, -0.24], [1.30, 0.51, 0.25], [-0.67, -0.66, -0.89]]
}

---

[7]
{
  "formula": "C7H8N3O3",
  "method": "ωB97M-V with the def2-TZVPD basis set",
  "relative_energy_kcal_mol": 148.8,
  "e_homo_ha": -0.12212,
  "homo_lumo_gap_ev": 6.48,
  "e_lumo_ev": 3.2,
  "charge": -1,
  "species": ["H", "H", "C", "N", "C", "H", "O", "O", "C", "N", "H", "H", "H", "C", "C", "H", "C", "O", "H", "N", "C"],
  "coordinates": [[-1.4414, 1.8064, 1.8544], [1.7104, 1.8758, 0.1209], [1.2070, 0.8841, 0.0915], [-2.9294, -0.7221, -1.4310], [-0.8953, 1.9612, 0.9146], [-0.1876, 2.8353, 1.0663], [3.6449, 0.9728, -1.0515], [4.1746, -1.0418, -0.4024], [-0.1165, 0.7490, 0.4860], [-3.2186, -0.0059, -0.2756], [2.2925, -2.2661, 0.0415], [-0.2601, -2.5813, 0.5050], [-1.5351, 2.3189, 0.0641], [0.1438, -1.5505, 0.3261], [-0.7622, -0.4885, 0.5927], [-2.9528, -1.7765, -1.2177], [2.0498, -0.2542, -0.0737], [-3.8281, -0.6528, 0.5866], [-1.9712, -0.4605, -1.6577], [3.3698, -0.0798, -0.5245], [1.5055, -1.5236, -0.0155]],
  "atomic_forces_ev_per_a": [[-0.12, -0.09, -0.57], [-0.49, -0.72, -0.29], [1.40, 0.34, 0.64], [-0.01, -1.73, 1.17], [0.86, 2.01, -0.81], [-0.62, -0.81, 0.06], [0.88, 0.58, -0.27], [-0.80, 1.48, -0.21], [0.40, 0.37, 0.13], [-1.29, -1.79, 1.71], [-0.71, -0.82, -0.41], [0.28, 0.65, -0.35], [-0.01, -0.48, 1.00], [-0.48, -2.19, 0.25], [1.21, -0.96, -0.20], [-0.02, 1.93, -0.29], [-2.37, 1.16, -0.48], [0.79, 1.45, -2.44], [-0.16, 0.07, -0.19], [1.28, -1.61, 0.12], [-0.02, 1.17, 1.41]]
}